DFT (ωB97M-V with the def2-TZVPD basis set) results for a molecular structure, C8H9F6N2O9ReS2.

Positions of all 37 atoms, in Å:
1 Re 0.504 0.171 0.351
2 O -1.416 0.259 -0.613
3 C -1.829 -0.548 -1.725
4 C -1.059 -0.020 -2.940
5 N 0.377 -0.052 -2.746
6 C 1.070 -1.274 -2.917
7 C 2.013 -1.695 -1.685
8 O 2.875 -2.486 -1.915
9 O 1.730 -1.135 -0.572
10 C 1.095 1.160 -2.984
11 C 0.982 2.261 -1.850
12 O 0.921 3.408 -2.175
13 O 1.028 1.805 -0.642
14 H -2.099 0.283 0.073
15 H -2.900 -0.406 -1.894
16 H -1.615 -1.602 -1.525
17 H -1.358 1.020 -3.083
18 H -1.346 -0.603 -3.824
19 H 1.766 -1.236 -3.761
20 H 0.385 -2.111 -3.063
21 H 0.760 1.657 -3.901
22 H 2.165 0.950 -3.056
23 F -2.874 -2.466 2.303
24 C -2.303 -1.450 2.934
25 F -2.828 -1.299 4.126
26 F -2.573 -0.347 2.197
27 S -0.419 -1.610 2.904
28 O -0.224 -1.436 1.460
29 O -0.056 -2.847 3.454
30 N 0.078 -0.321 3.669
31 S 0.654 0.802 2.759
32 O -0.358 1.332 1.858
33 O 1.818 0.416 1.985
34 C 1.168 2.125 3.988
35 F 0.104 2.585 4.622
36 F 1.753 3.117 3.340
37 F 2.013 1.593 4.848

Summary:
Charge: +1
Kohn-Sham gap (spin up / spin down): 0.213 / 0.239 hartree
Strongest force on any atom: 6.51 eV/Å
Multiplicity: 2
Expectation value of S²: 0.77
Energy: -69944.228 eV

=====

DFT (ωB97M-V with the def2-TZVPD basis set) results for 3 unconnected molecules or ions with the total composition C9H20.

Positions of all 29 atoms, in Å:
1 C 0.011 0.528 0.535
2 C -0.729 -0.400 -0.224
3 C 1.278 0.879 -1.203
4 C -0.529 1.936 0.720
5 C 1.027 0.195 1.595
6 C -0.206 -1.667 -0.848
7 C -1.511 -1.176 1.668
8 C -2.018 0.026 -0.897
9 C 2.469 -0.022 -1.405
10 H 1.578 1.855 -0.825
11 H 0.673 1.029 -2.094
12 H 1.373 -0.833 1.555
13 H 0.268 2.607 1.042
14 H -0.917 2.359 -0.203
15 H -1.311 1.940 1.479
16 H 1.899 0.845 1.491
17 H 0.624 0.429 2.581
18 H -2.700 -0.823 -0.952
19 H -2.564 0.794 -0.358
20 H -0.922 -2.476 -0.693
21 H -0.151 -1.555 -1.932
22 H 0.731 -2.016 -0.427
23 H -1.655 -0.493 2.500
24 H -2.477 -1.533 1.319
25 H -0.857 -2.015 1.885
26 H -1.823 0.360 -1.917
27 H 3.265 0.477 -1.973
28 H 2.931 -0.318 -0.460
29 H 2.243 -0.933 -1.960

Summary:
Kohn-Sham gap (spin up / spin down): 0.280 / 0.280 hartree
Strongest force on any atom: 5.56 eV/Å
Energy: -9653.192 eV

=====

The ΔE to the lowest compared entry with this formula, charge and spin results, record by record, are as follows: 2.6678; 4.3942 eV.